No. 1
{"formula": "C11H12N3O5P", "method": "ωB97M-V/def2-TZVPD", "elements": ["C", "H", "H", "H", "H", "H", "H", "O", "O", "C", "C", "H", "P", "N", "H", "C", "H", "O", "H", "C", "C", "C", "N", "O", "C", "O", "C", "H", "C", "H", "C", "N"], "positions_angstrom": [[2.802, -1.576, -1.697], [-4.251, 2.872, -0.496], [-4.198, -1.315, 0.202], [4.289, 0.502, 0.932], [-2.760, 1.581, 2.358], [3.418, -1.698, -2.711], [0.356, 1.759, -2.793], [-4.831, 2.043, -0.359], [2.237, -2.151, 1.421], [-2.239, 0.579, -0.030], [0.968, -1.860, 1.129], [-2.275, 2.209, -1.858], [-4.000, 0.870, 0.647], [-0.288, -2.524, 1.734], [3.899, 2.357, 0.530], [3.318, 0.824, -1.104], [-0.109, -3.097, 2.608], [-4.838, -0.662, 0.653], [2.422, 1.146, 0.965], [-0.061, 1.143, -1.884], [3.494, 1.254, 0.468], [-1.612, 1.407, -1.317], [2.316, -0.155, -1.660], [-2.416, -1.574, 2.894], [0.266, -0.748, 0.157], [4.123, 1.439, -2.015], [-1.465, -1.549, 1.949], [1.959, -2.398, -1.610], [-1.263, -0.518, 0.692], [3.618, -1.683, -0.837], [0.923, 0.020, -1.129], [-3.804, 1.502, 2.159]], "nbo_charge": [-0.4316, 0.5147, 0.5078, 0.2640, 0.3843, 0.2297, 0.2656, -0.9557, -0.5432, -0.4060, 0.6721, 0.2455, 2.0830, -0.6876, 0.2657, 0.6965, 0.4252, -0.9147, 0.2395, -0.1880, -0.7279, -0.1772, -0.5582, -0.5016, -0.1563, -0.5357, 0.6528, 0.2359, -0.0844, 0.2184, 0.2184, -1.2513], "total_charge": 0, "smiles": "CC(=O)N(C)c1ccc(P(=N)(O)O)c2c1C(=O)NC2=O", "largest_force_ev_per_a": 9.108, "energy_ev": -35586.0935, "orbital_gap_ev": 6.84}


No. 2
{"formula": "C11H12N4O3S", "method": "ωB97M-V/def2-TZVPD", "elements": ["H", "H", "C", "C", "C", "H", "H", "H", "N", "H", "O", "C", "H", "N", "H", "O", "C", "H", "S", "N", "H", "H", "O", "C", "H", "N", "C", "C", "C", "C", "C"], "positions_angstrom": [[-4.705, 2.684, -1.355], [0.159, -1.398, 4.559], [0.293, 0.162, -2.474], [-3.886, 2.038, -0.853], [-0.356, -0.458, -0.361], [1.535, -2.331, -0.575], [-4.436, 0.914, -0.664], [0.370, -2.496, 3.625], [2.841, -0.300, 3.374], [1.514, -2.411, 4.687], [-3.015, 1.960, -1.860], [-0.799, 0.995, -2.569], [-3.495, 2.388, 0.097], [3.251, 0.023, 2.133], [2.201, -1.612, -2.102], [-1.723, 2.878, -3.607], [2.819, -0.522, 1.228], [-0.492, -1.096, 0.591], [3.227, -0.342, -0.582], [1.785, -1.284, 1.875], [1.160, 0.191, -3.425], [3.297, -0.085, 4.060], [-0.254, 1.429, -4.630], [-1.790, 1.133, -1.665], [-2.212, 0.390, 0.379], [-0.873, 1.910, -3.847], [-1.504, 0.185, -0.650], [0.699, -0.406, -1.326], [1.652, -1.320, -1.153], [1.834, -1.356, 2.998], [0.902, -1.863, 4.090]], "nbo_charge": [0.2127, 0.2349, -0.1082, -0.2328, -0.1754, 0.2773, 0.1393, 0.2228, -0.4178, 0.2179, -0.4710, -0.0696, 0.1765, -0.2815, 0.2329, -0.4109, 0.2278, 0.2559, 0.1948, -0.5089, 0.2350, 0.3611, -0.2756, 0.2940, 0.2078, 0.5774, -0.2590, -0.1606, -0.4657, 0.4225, -0.6536], "total_charge": 0, "smiles": "COc1ccc(CSc2n[nH]c(C)n2)cc1[N+](=O)[O-]", "e_above_lowest_kcal_mol": 311.7, "largest_force_ev_per_a": 17.785, "energy_ev": -34525.1663, "orbital_gap_ev": 8.95}


No. 3
{"formula": "C11H12NO2", "method": "ωB97M-V/def2-TZVPD", "elements": ["H", "C", "C", "O", "H", "H", "O", "N", "H", "H", "C", "H", "H", "C", "C", "H", "C", "H", "C", "H", "H", "C", "H", "C", "C", "C"], "positions_angstrom": [[2.020, -3.571, 0.157], [0.493, -2.079, 0.303], [0.371, 1.405, 1.280], [-3.171, 3.264, -0.747], [1.498, -3.066, -1.406], [-1.902, 0.125, 0.289], [-3.026, 1.105, -0.145], [-1.094, -0.492, 0.612], [1.962, 2.792, 1.621], [0.470, -4.101, -0.395], [1.133, -0.873, 0.757], [3.204, -1.266, 0.956], [-1.671, -2.385, -0.083], [-2.818, 2.091, -0.926], [0.111, 0.079, 0.925], [-2.905, 1.245, -2.864], [1.134, -3.237, -0.384], [-1.741, 2.629, -2.736], [-0.831, -1.760, 0.173], [3.748, 1.121, 1.619], [-0.402, 2.134, 1.459], [1.696, 1.752, 1.451], [-1.324, 1.037, -2.071], [-2.142, 1.730, -2.261], [2.449, -0.491, 1.041], [2.737, 0.814, 1.377]], "nbo_charge": [0.1961, -0.1383, -0.2497, -0.7363, 0.2007, 0.4699, -0.8220, -0.5621, 0.1966, 0.2056, -0.1267, 0.1933, 0.1966, 0.7796, 0.2122, 0.2069, -0.6173, 0.2018, -0.0002, 0.1951, 0.2328, -0.2382, 0.2027, -0.7349, -0.2114, -0.2529], "total_charge": -1, "e_above_lowest_kcal_mol": 3.9, "largest_force_ev_per_a": 1.225, "energy_ev": -17189.2025, "orbital_gap_ev": 7.93}


No. 4
{"formula": "C11H12NO2", "method": "ωB97M-V/def2-TZVPD", "elements": ["O", "C", "C", "H", "C", "H", "H", "H", "C", "H", "C", "O", "H", "C", "H", "H", "C", "C", "C", "N", "C", "H", "H", "H", "C", "H"], "positions_angstrom": [[-1.078, 2.329, 0.972], [0.444, -0.660, -0.088], [0.656, -2.065, -0.155], [-1.112, 0.476, 0.722], [-1.438, -1.595, 0.554], [-0.052, -4.730, 0.511], [2.076, -3.578, -0.709], [3.426, 0.417, -1.352], [-0.924, -4.098, 0.293], [-1.853, 3.115, -1.533], [1.848, -2.511, -0.684], [-0.920, 4.563, 1.314], [-2.588, 4.358, -0.687], [2.809, -1.562, -1.046], [1.067, 1.303, -0.707], [-0.858, 4.521, -1.236], [-1.609, 3.867, -0.778], [1.324, 0.249, -0.579], [2.596, -0.194, -0.984], [-0.907, -0.426, 0.275], [-1.144, 3.540, 0.644], [-1.301, -4.441, -0.661], [-1.624, -4.439, 1.050], [-2.414, -1.675, 1.002], [-0.541, -2.678, 0.340], [3.761, -1.901, -1.426]], "nbo_charge": [-0.8665, 0.2096, -0.1726, 0.5127, 0.1059, 0.2378, 0.2248, 0.2390, -0.6793, 0.1781, -0.1005, -0.7203, 0.2172, -0.2290, 0.2734, 0.2115, -0.7442, -0.1920, -0.1316, -0.4323, 0.7783, 0.2560, 0.2460, 0.2337, 0.1200, 0.2242], "multiplicity": 2, "total_charge": 0, "e_above_lowest_kcal_mol": 28.6, "largest_force_ev_per_a": 1.867, "energy_ev": -17184.3079, "orbital_gap_ev": [6.54, 3.19]}


No. 5
{"formula": "C11H12NO4PtS2Se3Te", "method": "ωB97M-V/def2-TZVPD", "elements": ["H", "C", "H", "N", "O", "Se", "C", "Se", "H", "C", "C", "Pt", "H", "C", "H", "O", "H", "C", "H", "C", "H", "C", "S", "C", "O", "H", "S", "H", "H", "C", "O", "H", "Se", "Te", "C"], "positions_angstrom": [[5.703, -1.356, -0.068], [1.166, -0.484, 0.881], [5.112, -2.072, -2.344], [0.063, -0.392, 0.026], [1.121, -0.293, 2.071], [-3.749, -2.554, -0.391], [3.693, -0.897, 0.515], [-1.106, -2.122, 2.732], [-2.329, 4.223, 0.040], [-3.078, 2.262, -0.460], [-0.784, 2.706, 0.180], [-1.782, -1.344, 0.209], [0.016, 3.421, 0.367], [4.334, -1.744, -1.669], [-0.384, 1.909, -0.447], [-3.043, -0.013, 0.987], [-1.790, 3.638, -1.529], [2.070, -1.302, -1.198], [-0.736, 1.279, 1.896], [3.014, -1.739, -2.105], [2.746, -2.053, -3.105], [4.667, -1.333, -0.379], [-2.990, 1.531, 1.185], [2.381, -0.885, 0.089], [-0.085, -0.507, -2.530], [-2.878, 1.436, -1.149], [0.348, -1.197, -1.362], [-4.091, 2.628, -0.613], [3.941, -0.572, 1.516], [-1.305, 2.116, 1.489], [-0.338, -2.493, -1.044], [-1.413, 2.873, 2.267], [-2.668, -3.615, 3.242], [-3.830, -4.390, 1.207], [-1.995, 3.337, -0.504]], "nbo_charge": [0.2367, 0.6648, 0.2380, -0.9672, -0.5715, -0.1974, -0.1512, -0.0779, 0.2163, -0.5955, -0.4205, 0.8225, 0.2413, -0.1733, 0.2354, -0.9121, 0.2486, -0.2724, 0.2805, -0.1853, 0.2487, -0.1671, 1.2383, -0.1464, -0.8715, 0.2563, 2.2680, 0.2572, 0.2474, -0.6057, -0.9023, 0.2521, 0.1577, 0.5199, -0.4124], "total_charge": 1, "e_above_lowest_kcal_mol": 6.0, "largest_force_ev_per_a": 1.359, "energy_ev": -249523.3292, "orbital_gap_ev": [4.80, 4.76]}


No. 6
{"formula": "C11H12O2", "method": "ωB97M-V/def2-TZVPD", "elements": ["C", "H", "H", "H", "C", "H", "C", "H", "C", "H", "H", "H", "H", "O", "H", "H", "C", "C", "C", "C", "C", "O", "C", "H", "C"], "positions_angstrom": [[4.576, -0.518, -0.746], [1.679, 1.616, 0.578], [-3.171, 1.078, 1.697], [-3.108, -0.068, -2.100], [1.066, -0.962, 0.322], [-4.373, 1.864, 0.423], [2.536, 0.949, 0.372], [-4.431, 0.233, 1.087], [-3.738, 0.993, 0.750], [3.902, 2.542, 0.516], [-3.086, -1.696, -1.261], [-4.438, -0.638, -1.114], [3.143, -2.022, -0.962], [0.352, -3.316, 0.018], [5.537, -1.053, -1.145], [5.789, 1.131, -0.275], [3.752, 1.533, 0.150], [0.677, -2.200, 0.117], [-2.714, 0.309, -0.206], [2.326, -0.368, -0.030], [4.783, 0.776, -0.405], [-1.510, 0.476, -0.244], [-3.316, -0.626, -1.212], [0.323, -0.380, 0.779], [3.383, -1.068, -0.502]], "nbo_charge": [-0.1908, 0.2156, 0.2379, 0.2443, -0.5491, 0.2542, -0.2132, 0.2239, -0.7425, 0.2110, 0.2521, 0.2059, 0.2015, -0.4623, 0.2170, 0.2082, -0.1933, 0.7547, 0.6103, -0.0195, -0.2404, -0.5523, -0.7316, 0.2839, -0.2255], "total_charge": 0, "smiles": "O=C=Cc1ccccc1.CC(C)=O", "e_above_lowest_kcal_mol": 65.3, "largest_force_ev_per_a": 4.366, "energy_ev": -15694.2116, "orbital_gap_ev": 8.51}